Record 1
DFT (ωB97M-V/def2-TZVPD) results for a single C5H6ClN3O molecule at a distorted geometry.

As for the HOMO energy: -8.7 eV. The maximum force comes out at 4.9 eV Å⁻¹. The value obtained for the orbital gap is 8.24 eV.

```
16
C5H6ClN3O ωB97M-V/def2-TZVPD
C 0.78220 -1.55482 -0.17909
C -0.28634 -0.83720 0.23369
C 1.54634 1.37319 0.74829
C -1.45300 -1.82856 0.52108
C -0.24753 2.39499 -0.61759
N -0.55195 0.38102 0.46139
N 1.53874 -2.43046 -0.18766
N 0.29287 1.40848 0.27388
O 2.34086 -3.28149 -0.41135
Cl 2.57632 2.64114 0.35739
H -1.11016 -2.62161 1.11405
H -2.31609 -1.28282 0.85425
H -1.82676 -2.19664 -0.41775
H 0.41393 3.10411 -0.91071
H -0.43787 1.86539 -1.59586
H -1.26156 2.86528 -0.24401
```

Record 2
DFT (ωB97M-V/def2-TZVPD) results for a single C5H6ClNO molecule at a distorted geometry.

As for the HOMO energy: -9.7 eV. The maximum force comes out at 1.6 eV Å⁻¹. The value obtained for the orbital gap is 10.37 eV. As for the SMILES: C=CO[C@H](C#N)CCl.

```
14
C5H6ClNO ωB97M-V/def2-TZVPD
C 1.52706 0.01033 -0.73160
C 0.24341 0.89035 -0.58619
C -0.67868 0.16130 1.56167
C -1.08344 -1.05286 1.20025
C -0.90457 0.33107 -1.27944
H 2.23516 0.39814 -0.01459
H 1.34401 -0.99775 -0.47214
H 0.50281 1.89105 -1.04349
H -0.85843 0.52773 2.55656
H -1.15978 -1.51670 0.22382
H -1.53824 -1.61975 2.03444
N -1.75686 -0.07472 -1.93501
O -0.06467 1.13087 0.80694
Cl 2.19220 -0.07905 -2.32120
```

Record 3
DFT (ωB97M-V/def2-TZVPD) results for a single C5H6ClNO molecule at a distorted geometry.

As for the HOMO energy: -10.2 eV. The maximum force comes out at 1.5 eV Å⁻¹. The value obtained for the orbital gap is 10.23 eV. As for the SMILES: N#C/C(=C/CCl)CO.

```
14
C5H6ClNO ωB97M-V/def2-TZVPD
C -0.89082 -0.90984 0.71574
C -0.66953 0.05041 -0.50655
C 0.50462 0.62848 -0.79261
C 1.74843 0.35738 -0.07457
C -1.84324 0.31268 -1.26541
H -0.81776 0.35868 2.20035
H -0.46909 -1.87666 0.59232
H -1.94105 -1.20335 0.88286
H 0.66524 1.33436 -1.63664
H 1.63291 -0.36194 0.73399
H 2.12212 1.30630 0.31430
N -2.80283 0.57520 -1.84162
O -0.27517 -0.39905 1.88063
Cl 3.03616 -0.17263 -1.20279
```

Record 4
DFT (ωB97M-V/def2-TZVPD) results for a molecular structure, C5H6ClNO at a distorted geometry.

As for the HOMO energy: -9.0 eV. The maximum force comes out at 1.5 eV Å⁻¹. The value obtained for the orbital gap is 9.67 eV.

```
14
C5H6ClNO ωB97M-V/def2-TZVPD
C -1.50699 0.52997 -0.31123
C -1.36747 -0.68036 0.69198
C -0.35349 -0.28531 -0.95826
C 0.71946 -0.19700 0.14434
C 0.03839 -0.45892 1.25422
H -2.01799 2.23275 0.39682
H -2.41240 0.45563 -0.91823
H -2.16473 -1.00059 1.38043
H -1.88860 -1.61116 -1.06460
H -0.02462 -0.19460 -2.00138
H 0.38050 -0.48553 2.28034
N -1.04135 -1.53426 -0.49578
O -1.23750 1.85122 0.04994
Cl 2.36105 0.18137 -0.11346
```

Record 5
DFT (ωB97M-V/def2-TZVPD) results for 2 unconnected molecules or ions with the total composition C5H6ClNPS2 at a distorted geometry.

As for the HOMO energy (spin up / spin down): -13.5 / -13.1 eV. The maximum force comes out at 3.5 eV Å⁻¹. The value obtained for the orbital gap (spin up / spin down) is 6.52 / 7.18 eV. Its charge is +1.

```
16
C5H6ClNPS2 ωB97M-V/def2-TZVPD
C -1.46763 1.76836 0.46032
C -0.15386 2.20217 0.18442
C -1.76051 0.44899 0.64681
C 0.71220 1.23292 -0.14893
C -0.77643 -0.48070 0.54125
N 0.50603 -0.05037 0.16273
P 1.72752 -1.55081 0.04457
S 3.43932 -0.68049 -0.14412
S -0.39494 -2.94244 -2.11364
Cl 1.54943 -2.62311 1.72651
H -2.08602 2.67530 0.51366
H -0.03699 3.35753 0.07724
H -2.79452 0.04294 0.74239
H 1.72842 1.50394 -0.42397
H -0.79500 -1.57919 0.61831
H 0.60299 -3.32506 -2.88757
```

Record 6
DFT (ωB97M-V/def2-TZVPD) results for a single C5H6ClNS molecule at a distorted geometry.

As for the HOMO energy: -8.6 eV. The maximum force comes out at 4.8 eV Å⁻¹. The value obtained for the orbital gap is 9.40 eV. As for the SMILES: Cl[C@H]1[C@H]2N[C@@H]1[C@@H]1S[C@H]21.

```
14
C5H6ClNS ωB97M-V/def2-TZVPD
C 0.60469 0.83982 0.45826
C 0.75735 0.20963 -0.88952
C -0.87340 0.36288 0.37918
C -0.53398 -1.11771 0.66066
C 0.54830 -1.31857 -0.39192
H 1.20704 0.38319 1.21180
H 1.46621 0.54185 -1.59509
H -0.83874 1.55534 -1.04588
H -1.63783 0.88680 1.03360
H -0.76548 -1.50353 1.77465
H 1.42507 -1.91331 -0.18526
N -0.86813 0.55888 -1.09742
S -1.07221 -2.10743 -0.80095
Cl 0.58111 2.62214 0.48789
```

Record 7
DFT (ωB97M-V/def2-TZVPD) results for a molecular structure, C5H6CoO3 at a distorted geometry.

As for the HOMO energy (spin up / spin down): -11.7 / -12.6 eV. As for the expectation value of S²: 6.023. As for the multiplicity: 5. The maximum force comes out at 2.3 eV Å⁻¹. The value obtained for the orbital gap (spin up / spin down) is 6.02 / 6.18 eV. Its charge is +1.

```
15
C5H6CoO3 ωB97M-V/def2-TZVPD
O -2.73845 -3.57042 -1.81286
C -2.11184 -3.41013 -0.86045
O -1.58698 -3.47534 0.19997
O -1.03206 -0.74171 0.51563
C -0.56718 0.56344 0.41836
C 0.94795 0.63454 0.20589
C 1.44711 2.06258 0.21761
C 2.02604 2.67526 -0.79137
Co -0.78981 -2.18497 1.36806
H -0.82480 1.12868 1.33460
H -1.06133 1.06715 -0.43350
H 1.20836 0.14023 -0.74128
H 1.44164 0.08085 1.02262
H 1.29058 2.61030 1.15792
H 2.35078 2.41955 -1.80120
```

Record 8
DFT (ωB97M-V/def2-TZVPD) results for a molecular structure, C5H6CoO4 at a distorted geometry.

As for the HOMO energy (spin up / spin down): -11.0 / -13.2 eV. As for the expectation value of S²: 6.039. As for the multiplicity: 5. The maximum force comes out at 4.3 eV Å⁻¹. The value obtained for the orbital gap (spin up / spin down) is 6.17 / 7.74 eV. Its charge is +1.

```
16
C5H6CoO4 ωB97M-V/def2-TZVPD
C 0.82811 -1.80024 -0.21341
C -0.30089 -2.56392 0.30909
H 1.86380 -2.09097 -0.00776
H 0.55839 -1.87448 1.20477
H -0.04034 -3.57087 0.64942
Co 0.50050 -1.47525 -2.20439
C -1.74063 -2.43996 -0.02098
O -2.25174 -1.06576 0.17258
C -1.51442 -0.04801 -0.08590
O -0.35934 -0.09737 -0.55368
O -2.00900 1.06928 0.35852
H -2.39454 -3.01467 0.64454
H -2.01571 -2.74826 -1.03612
H -1.39917 1.80781 0.21602
C 2.74271 1.68690 -1.21396
O 2.10286 0.79827 -1.49625
```

Record 9
DFT (ωB97M-V/def2-TZVPD) results for a single C5H6F2 molecule at a distorted geometry.

As for the HOMO energy: -9.2 eV. The maximum force comes out at 5.7 eV Å⁻¹. The value obtained for the orbital gap is 10.09 eV. As for the SMILES: C[C@@]1(CF)C=C1F.

```
13
C5H6F2 ωB97M-V/def2-TZVPD
C 1.21966 0.41777 -1.03378
C 1.53953 -0.46115 -0.12864
C 0.13328 0.05661 -0.08505
C -0.25852 1.08439 1.06022
C -1.14494 -1.08846 -0.55589
F 2.47363 -1.24954 0.32555
F -1.99317 -1.26025 0.51211
H 1.54921 1.22370 -1.73579
H -0.29221 2.03054 0.45113
H 0.45162 1.20226 1.90801
H -1.26327 0.70491 1.56821
H -0.73142 -1.96391 -0.84258
H -1.68343 -0.69686 -1.44349
```

Record 10
DFT (ωB97M-V/def2-TZVPD) results for a single C5H6F2 molecule at a distorted geometry.

As for the HOMO energy: -8.8 eV. The maximum force comes out at 3.5 eV Å⁻¹. The value obtained for the orbital gap is 9.81 eV. As for the SMILES: CC(/C=C/F)=C\F.

```
13
C5H6F2 ωB97M-V/def2-TZVPD
C 1.01238 -0.48844 0.02162
C -0.34350 -0.02808 0.07917
C 1.88869 0.47660 -0.13991
C -0.62710 1.11299 0.64706
C -1.44311 -1.01984 -0.37754
F 3.19889 0.23241 -0.16458
F -1.82298 1.65690 0.61225
H 1.14461 -1.52791 0.28817
H 1.83102 1.58627 -0.53816
H 0.15335 1.81023 0.95402
H -2.56722 -0.69188 -0.25080
H -1.21113 -1.83705 0.25964
H -1.21389 -1.28220 -1.39093
```

Record 11
DFT (ωB97M-V/def2-TZVPD) results for a single C5H6F2N4 molecule at a distorted geometry.

As for the HOMO energy: -8.8 eV. The maximum force comes out at 4.1 eV Å⁻¹. The value obtained for the orbital gap is 9.26 eV. As for the SMILES: FC(F)=CNCc1cnn[nH]1.

```
17
C5H6F2N4 ωB97M-V/def2-TZVPD
C 1.79514 1.11380 -0.63010
C 0.86268 0.55485 0.19828
C 0.23995 -0.85665 0.21447
C -1.95836 -0.12103 -0.37346
C -2.92480 0.73728 -0.13443
N 1.99867 2.40074 -0.33897
N 1.20330 2.70198 0.67107
N 0.50715 1.65031 0.98938
N -1.21957 -0.84811 0.53280
F -3.52827 1.04992 1.00647
F -3.57069 1.29809 -1.13524
H 2.12412 0.63990 -1.63298
H 0.20310 -1.23820 -0.90116
H 0.64219 -1.62585 0.88182
H -1.71306 -0.20314 -1.33485
H -0.21301 1.70706 1.71238
H -1.37750 -0.71996 1.53283
```

Record 12
DFT (ωB97M-V/def2-TZVPD) results for 2 unconnected molecules or ions with the total composition C5H6F2O3 at a distorted geometry.

As for the HOMO energy (spin up / spin down): -3.6 / -3.9 eV. As for the expectation value of S²: 0.754. As for the multiplicity: 2. The maximum force comes out at 3.0 eV Å⁻¹. The value obtained for the orbital gap (spin up / spin down) is 6.90 / 7.15 eV. Its charge is -1.

```
16
C5H6F2O3 ωB97M-V/def2-TZVPD
O -1.51880 0.80708 2.05079
C -2.67068 0.04109 1.95609
C -0.46063 0.49420 1.14269
O -2.90018 -0.65907 2.95101
O -3.20247 -0.01319 0.81905
C -0.84618 0.77701 -0.26167
H -0.21161 -0.57107 1.22854
H 0.39093 1.12028 1.44308
F -1.19655 2.05275 -0.53636
H -0.97111 0.06277 -1.07445
C 2.06449 -0.18133 -2.07791
C 2.46170 -1.18662 -1.29623
H 1.56386 -0.41762 -3.01670
H 2.28618 0.85889 -1.83212
F 3.03486 -0.95112 -0.08426
H 2.17619 -2.23404 -1.41155
```

Record 13
DFT (ωB97M-V/def2-TZVPD) results for a single C5H6F3NO3 molecule at a distorted geometry.

As for the HOMO energy: -9.6 eV. The maximum force comes out at 4.3 eV Å⁻¹. The value obtained for the orbital gap is 10.29 eV. As for the SMILES: [H]/N=C(\OC)[C@](O)(C=O)C(F)(F)F.

```
18
C5H6F3NO3 ωB97M-V/def2-TZVPD
C 1.41344 1.64013 1.20435
C 0.25151 0.98042 0.03511
C -0.33519 -2.62772 -0.32046
C 0.12769 -0.43881 -0.63518
C -1.03446 1.22472 0.93796
N 0.20568 -0.39799 -1.88655
O 2.05750 1.12852 2.05945
O 0.51205 1.89806 -0.98274
O -0.09211 -1.40310 0.24874
F -0.72265 0.76378 2.19700
F -2.14370 0.51135 0.54430
F -1.39118 2.51828 0.97833
H 1.37637 2.74037 0.96332
H 0.37450 -2.67295 -1.04005
H -1.45397 -2.75345 -0.42835
H 0.06970 -3.40004 0.38249
H 0.60629 1.48124 -1.84467
H 0.17854 -1.19282 -2.41305
```

Record 14
DFT (ωB97M-V/def2-TZVPD) results for a single C5H6FN molecule at a distorted geometry.

As for the HOMO energy: -8.6 eV. The maximum force comes out at 5.4 eV Å⁻¹. The value obtained for the orbital gap is 9.47 eV. As for the SMILES: N[C@@H]1C=CC=C1F.

```
13
C5H6FN ωB97M-V/def2-TZVPD
C -0.49616 0.38514 0.35134
C 0.97664 0.70352 0.03995
C 1.67298 -0.47223 -0.05049
C 0.57840 -1.57678 -0.35063
C -0.53827 -1.06374 0.17160
H -1.22933 2.15725 -0.36632
H -2.36855 0.89112 -0.22859
H -0.33489 0.83518 1.49293
H 1.23897 1.79761 0.10669
H 2.78871 -0.52610 -0.11011
H 0.88394 -2.55525 -0.66741
N -1.49104 1.14352 -0.47402
F -1.68140 -1.71923 0.08505
```

Record 15
DFT (ωB97M-V/def2-TZVPD) results for a single C5H6FNS molecule at a distorted geometry.

As for the HOMO energy: -8.6 eV. The maximum force comes out at 1.4 eV Å⁻¹. The value obtained for the orbital gap is 8.78 eV. As for the SMILES: C=CN(C=S)/C=C/F.

```
14
C5H6FNS ωB97M-V/def2-TZVPD
C -0.34492 1.19936 1.46330
C -0.54438 1.03769 0.15891
C -0.42558 0.23383 -2.08793
C 0.35321 -0.19964 -3.07236
C 0.33745 -1.22275 -0.32367
H 0.17313 0.54613 2.14166
H -1.05834 1.84986 -0.36414
H -1.32280 0.78738 -2.27848
H 0.06332 -0.00828 -4.14027
H 1.29730 -0.72907 -2.92055
H 0.38651 -1.87765 -1.16399
N -0.18602 -0.02346 -0.69868
F -0.82718 2.32391 2.03040
S 0.80956 -1.72564 1.15709
```

Record 16
DFT (ωB97M-V/def2-TZVPD) results for a molecular structure, C5H6FeNO2S at a distorted geometry.

As for the HOMO energy (spin up / spin down): -13.0 / -13.1 eV. As for the expectation value of S²: 6.028. As for the multiplicity: 5. The maximum force comes out at 9.8 eV Å⁻¹. The value obtained for the orbital gap (spin up / spin down) is 6.99 / 7.01 eV. Its charge is +1.

```
16
C5H6FeNO2S ωB97M-V/def2-TZVPD
O -3.86568 0.02552 0.81850
C -3.28503 -0.35082 -0.34812
O -2.25516 0.47905 -1.04541
C -0.97995 0.03421 -0.39793
C 0.34802 0.79972 -0.98085
C 1.51376 0.97783 0.18473
N 1.42410 -0.10268 1.24105
C 2.23938 -1.16798 0.83718
S 3.45731 -2.38538 0.94597
H -3.51268 -1.39844 -0.86979
H -1.15682 0.18548 0.76676
H -0.78940 -1.12992 -0.53328
H 0.85158 0.28860 -1.90627
H 0.02085 1.89619 -1.30647
H 1.18098 1.97346 0.75232
Fe 4.80874 -0.12484 1.84162
```

Record 17
DFT (ωB97M-V/def2-TZVPD) results for 2 unconnected molecules or ions with the total composition C5H6IN at a distorted geometry.

As for the HOMO energy: -8.7 eV. The maximum force comes out at 2.8 eV Å⁻¹. The value obtained for the orbital gap is 9.09 eV. As for the SMILES: CC1=C(I)C1.C#N.

```
13
C5H6IN ωB97M-V/def2-TZVPD
C 0.77906 -2.74120 -0.23967
C 0.87676 1.13238 0.43132
C -0.30521 0.78852 -0.03412
C -1.13718 0.59653 -1.25155
C -0.14792 0.90872 1.49051
N -0.27341 -2.67803 -0.64352
I 2.93392 1.33264 0.16860
H -0.62715 1.10965 -2.05329
H -2.08245 0.99331 -0.91065
H -1.19290 -0.48328 -1.33703
H -0.05449 -0.07340 2.14402
H -0.49717 1.81931 2.03444
H 1.72814 -2.70517 0.20095
```

Record 18
DFT (ωB97M-V/def2-TZVPD) results for a single C5H6INO2 molecule at a distorted geometry.

As for the HOMO energy: -9.2 eV. The maximum force comes out at 5.3 eV Å⁻¹. The value obtained for the orbital gap is 8.92 eV. As for the SMILES: O=C1OCC2(CC2)N1I.

```
15
C5H6INO2 ωB97M-V/def2-TZVPD
C 1.54440 1.54873 0.00574
C -1.01791 -0.91673 1.05038
C -0.60907 -1.53564 -0.29115
C -0.59529 1.06865 -0.76778
C -0.30884 -0.14637 0.07237
N 1.28042 0.32387 0.62289
O 2.51308 2.18035 0.08955
O 0.46710 1.97483 -0.64827
I 2.75144 -1.05430 0.52080
H -2.05730 -0.64487 1.24937
H -0.45817 -1.26549 1.90606
H 0.04542 -2.36774 -0.36931
H -1.50317 -1.49394 -0.94904
H -0.57045 0.72527 -1.74695
H -1.48167 1.60339 -0.74467
```

Record 19
DFT (ωB97M-V/def2-TZVPD) results for 2 unconnected molecules or ions with the total composition C5H6IO2P at a distorted geometry.

As for the HOMO energy (spin up / spin down): -7.6 / -9.3 eV. As for the expectation value of S²: 2.014. As for the multiplicity: 3. The maximum force comes out at 3.9 eV Å⁻¹. The value obtained for the orbital gap (spin up / spin down) is 7.70 / 8.08 eV.

```
15
C5H6IO2P ωB97M-V/def2-TZVPD
C 0.01729 -1.06423 1.27524
C -0.76193 -0.27693 0.17484
C -0.04821 -1.40118 2.53862
C -1.89499 0.33309 0.32853
C 1.25542 -0.84717 -0.63183
O 1.30074 -1.30355 0.60281
O 0.06653 -0.29396 -0.94711
P 0.89166 2.95705 -1.92129
I 1.88520 -2.28958 -2.28400
H 0.90844 -1.73925 2.97167
H -0.89454 -1.42516 3.17876
H -2.33854 0.90978 -0.54359
H -2.41248 0.25372 1.27968
H 0.06638 3.42282 -3.04219
H 1.95903 2.76454 -2.98015
```

Record 20
DFT (ωB97M-V/def2-TZVPD) results for a molecular structure, C5H6LaLiO4 at a distorted geometry.

As for the HOMO energy (spin up / spin down): -18.6 / -18.6 eV. As for the expectation value of S²: 0.751. As for the multiplicity: 2. The maximum force comes out at 3.6 eV Å⁻¹. The value obtained for the orbital gap (spin up / spin down) is 6.14 / 6.29 eV. Its charge is +3.

```
17
C5H6LaLiO4 ωB97M-V/def2-TZVPD
O -1.44253 2.90458 1.36750
C -0.97621 1.79413 1.49973
O -0.08814 1.32117 2.20413
O -1.48407 0.87350 0.44543
C -0.99052 -0.29717 0.33614
C -0.88001 -1.02381 -0.89319
Li -1.24423 4.64247 1.96445
H -0.46750 -0.69155 1.21975
H -1.65990 -0.74167 -1.60771
H -1.04395 -2.08126 -0.61096
La 2.44727 1.77005 3.31461
C 0.66254 -0.92275 -1.66843
C 1.68265 -1.95037 -1.31821
O 2.63041 -1.69041 -0.59917
H 1.07938 0.08097 -1.52939
H 1.32701 -3.00149 -1.37901
H 0.44779 -0.98637 -2.74566
```